Record 1
{"formula": "C5H7O4S", "method": "the ωB97M-V functional and the def2-TZVPD basis", "symbols": ["C", "C", "C", "C", "C", "O", "O", "O", "O", "S", "H", "H", "H", "H", "H", "H", "H"], "positions_angstrom": [[-0.0111, 0.1913, 0.6873], [0.1335, 2.3774, -0.7413], [0.1487, -2.3727, -0.0026], [0.8818, -1.0784, -0.4195], [-0.8603, 1.1610, 0.0912], [0.1132, 2.2522, -1.9222], [0.7487, 3.0893, 0.0603], [0.0871, 1.1221, 3.0682], [-1.7766, 0.7928, -0.8779], [0.7161, 0.1676, 2.1575], [-0.2563, -2.5236, 0.9947], [0.8214, -3.2985, -0.0545], [-0.6646, -2.6255, -0.6854], [0.8143, -0.9102, -1.4215], [1.8259, -0.9780, 0.0780], [-1.4048, 1.8611, 0.7821], [-1.3169, 0.7721, -1.7943]], "forces_ev_per_angstrom": [[3.0, -2.5, -2.1], [1.3, -0.3, 4.4], [1.1, -2.2, -0.9], [-3.2, 0.7, 6.7], [-0.7, 3.2, -0.4], [-0.5, -0.5, -3.3], [-0.5, -0.1, -0.5], [-0.4, 0.9, 1.5], [0.0, -1.6, -2.4], [-0.4, -0.5, -1.9], [0.1, 1.0, 0.2], [-0.4, 1.1, -0.3], [-0.1, 0.3, -0.1], [0.0, 1.0, -2.5], [0.7, -0.2, -0.5], [0.7, -1.0, -0.1], [-0.6, 0.5, 2.2]], "molar_mass_da": 163.17, "e_above_lowest_kcal_mol": 42.3, "lumo_energy_ev": 3.3, "gap_ha": 0.263, "total_charge": -1}



Record 2
{"formula": "C43H42N6OP2PbS", "method": "the ωB97M-V functional and the def2-TZVPD basis", "symbols": ["Pb", "N", "C", "S", "N", "N", "C", "C", "C", "C", "C", "C", "C", "O", "H", "H", "H", "H", "H", "H", "H", "C", "N", "C", "P", "C", "C", "C", "C", "C", "C", "C", "C", "C", "C", "C", "C", "C", "C", "C", "C", "C", "C", "P", "C", "C", "C", "C", "C", "C", "C", "C", "C", "C", "C", "C", "H", "H", "H", "H", "H", "H", "H", "H", "H", "H", "H", "H", "H", "H", "H", "H", "H", "H", "H", "H", "H", "H", "H", "H", "H", "H", "H", "H", "H", "C", "N", "C", "C", "N", "H", "H", "H", "H", "H", "H"], "positions_angstrom": [[-0.8840, 1.7336, 1.1575], [2.6670, 4.5000, 1.9317], [1.7586, 3.5339, 1.8015], [0.2388, 4.0378, 1.0980], [2.0804, 2.3506, 2.2354], [1.2305, 1.3317, 2.1994], [1.6102, 0.2604, 2.8149], [0.7563, -0.8762, 3.0915], [0.7939, -1.3913, 4.3974], [-0.0674, -2.3838, 4.8186], [-1.0403, -2.8608, 3.9541], [-1.0552, -2.4149, 2.6455], [-0.1332, -1.4819, 2.1982], [0.0189, -1.2711, 0.8067], [2.4701, 5.4272, 1.5993], [3.5605, 4.2948, 2.3453], [2.5761, 0.2808, 3.3133], [1.5214, -0.9875, 5.0847], [0.0093, -2.7873, 5.8149], [-1.7619, -3.5926, 4.2793], [-1.7842, -2.8038, 1.9466], [1.6047, -0.0667, -2.1267], [0.7292, -1.1587, -2.4444], [0.8475, -2.3142, -1.6257], [-0.2729, -2.5276, -0.1503], [-2.0298, -2.4594, -0.5790], [-2.9812, -3.4247, -0.2679], [-4.2743, -3.2751, -0.7405], [-4.6180, -2.1686, -1.5015], [-3.6774, -1.1862, -1.7747], [-2.3822, -1.3276, -1.3138], [0.4142, -3.9928, 0.6519], [1.6480, -3.8013, 1.2776], [2.2917, -4.8696, 1.8709], [1.7012, -6.1255, 1.8612], [0.4893, -6.3194, 1.2180], [-0.1471, -5.2628, 0.5880], [0.2927, -1.3681, -3.7828], [0.9698, -0.8653, -4.8882], [0.4977, -1.0982, -6.1677], [-0.6516, -1.8394, -6.3741], [-1.3251, -2.3540, -5.2815], [-0.8539, -2.1296, -4.0013], [0.7932, 1.3966, -1.2334], [2.3098, 2.4170, -1.0670], [3.4000, 1.8680, -0.3942], [4.5533, 2.6041, -0.1981], [4.6282, 3.9088, -0.6575], [3.5329, 4.4783, -1.2855], [2.3763, 3.7442, -1.4820], [-0.1109, 2.1442, -2.6389], [0.5399, 2.5832, -3.7893], [-0.1810, 3.1654, -4.8150], [-1.5550, 3.3066, -4.7096], [-2.2123, 2.8532, -3.5805], [-1.4933, 2.2795, -2.5471], [2.0185, 0.3673, -3.0370], [2.4383, -0.4132, -1.5080], [1.8528, -2.3996, -1.1813], [0.6728, -3.2213, -2.2163], [-2.7312, -4.2714, 0.3526], [-5.0109, -4.0292, -0.5122], [-5.6269, -2.0702, -1.8687], [-3.9451, -0.3182, -2.3549], [-1.6279, -0.5793, -1.5290], [2.0945, -2.8150, 1.3101], [3.2540, -4.7250, 2.3368], [2.1926, -6.9543, 2.3440], [0.0392, -7.2991, 1.1936], [-1.0635, -5.4372, 0.0472], [1.8898, -0.3126, -4.7849], [1.0492, -0.7077, -7.0077], [-1.0087, -2.0251, -7.3740], [-2.2215, -2.9383, -5.4235], [-1.3901, -2.5554, -3.1668], [3.3466, 0.8647, 0.0044], [5.3961, 2.1580, 0.3080], [5.5335, 4.4800, -0.5240], [3.5776, 5.5014, -1.6261], [1.5238, 4.2097, -1.9498], [1.6134, 2.4915, -3.8754], [0.3313, 3.5171, -5.6958], [-2.1101, 3.7752, -5.5056], [-3.2838, 2.9547, -3.5022], [-2.0096, 1.9429, -1.6539], [-3.0480, 4.6330, 5.3862], [-2.3354, 3.3704, 5.4418], [-1.9570, 2.9002, 6.7598], [-1.9493, 2.7712, 4.3757], [-1.6314, 2.2022, 3.4161], [-3.9814, 4.5491, 5.9449], [-3.2752, 4.8964, 4.3566], [-2.4418, 5.4238, 5.8332], [-2.8508, 2.7856, 7.3757], [-1.2918, 3.6232, 7.2385], [-1.4519, 1.9400, 6.6889]], "forces_ev_per_angstrom": [[-0.5, -0.3, -0.3], [0.1, 0.2, 0.1], [-0.6, -0.2, 0.0], [-0.3, 0.2, 0.0], [1.5, 0.3, 0.6], [-0.7, -0.6, 0.0], [0.3, 0.7, -0.2], [-0.6, -0.5, -0.2], [0.0, 0.1, -0.3], [-0.1, -0.1, 0.0], [0.1, 0.2, -0.1], [-0.2, 0.1, -0.2], [0.1, -0.1, 0.5], [0.2, 0.1, 0.4], [0.0, 0.0, 0.0], [0.0, -0.1, 0.0], [0.0, 0.2, 0.0], [0.1, 0.1, 0.1], [0.0, 0.1, 0.2], [-0.1, -0.1, 0.0], [0.0, 0.0, 0.2], [0.1, 0.5, 0.3], [-0.1, 0.0, 0.0], [-0.3, -0.1, 0.4], [0.1, -0.4, -0.5], [0.8, -0.1, 0.1], [0.0, -0.1, 0.0], [0.1, -0.1, 0.1], [0.1, 0.0, 0.0], [0.0, 0.0, 0.1], [0.1, 0.1, 0.1], [-0.2, 0.3, -0.4], [0.0, 0.1, 0.0], [0.0, 0.0, 0.0], [-0.1, 0.1, -0.1], [0.0, -0.1, 0.0], [-0.1, 0.1, 0.0], [-0.2, -0.1, -0.3], [0.1, 0.1, 0.1], [-0.1, -0.1, 0.0], [0.0, 0.0, -0.1], [0.0, -0.1, -0.1], [0.1, 0.0, 0.1], [0.9, 0.0, -1.0], [-0.2, -0.1, 0.1], [-0.1, 0.0, -0.2], [0.2, 0.0, 0.0], [0.0, -0.1, 0.0], [0.0, 0.1, -0.1], [0.0, -0.1, 0.0], [0.1, -0.1, 0.4], [0.0, 0.0, 0.0], [0.1, 0.0, 0.0], [-0.1, 0.0, 0.0], [-0.2, 0.0, 0.0], [0.2, -0.1, 0.1], [0.1, 0.0, 0.2], [0.0, 0.1, -0.1], [-0.1, -0.1, 0.0], [0.0, 0.0, 0.1], [0.0, -0.1, 0.0], [-0.1, 0.0, 0.0], [-0.1, 0.0, -0.1], [0.0, 0.1, -0.1], [-0.1, 0.1, -0.1], [0.1, 0.0, 0.0], [0.1, 0.0, 0.1], [0.1, -0.1, 0.0], [0.0, -0.1, 0.0], [-0.1, -0.1, 0.0], [0.1, 0.1, 0.0], [0.1, 0.0, -0.1], [-0.1, 0.0, -0.1], [-0.1, -0.1, 0.0], [0.0, 0.0, 0.0], [0.0, -0.1, 0.0], [0.1, 0.0, 0.1], [0.1, 0.1, 0.0], [0.0, 0.1, 0.0], [-0.1, 0.0, -0.1], [0.1, 0.0, 0.0], [0.1, 0.0, -0.1], [-0.1, 0.0, -0.1], [-0.1, 0.0, 0.0], [-0.1, 0.0, 0.0], [-0.3, 0.5, 0.0], [-0.2, 0.4, 0.6], [0.2, -0.2, 0.5], [0.2, -0.5, -0.7], [0.0, 0.1, 0.7], [0.0, 0.0, 0.0], [0.0, 0.0, 0.0], [0.0, 0.0, 0.0], [0.0, 0.0, 0.0], [0.0, -0.1, 0.0], [0.0, 0.0, 0.0]], "molar_mass_da": 960.06, "e_above_lowest_kcal_mol": 27.9, "lumo_energy_ev": -4.9, "gap_ha": 0.277, "total_charge": 2}



Record 3
{"formula": "C4H8O2", "method": "the ωB97M-V functional and the def2-TZVPD basis", "symbols": ["C", "C", "C", "O", "C", "O", "H", "H", "H", "H", "H", "H", "H", "H"], "positions_angstrom": [[1.0233, -1.1347, 0.2001], [-0.0042, -0.0147, 0.3374], [-1.3451, -0.5361, 0.8187], [-1.5392, -1.6559, 1.2287], [-0.1904, 0.8527, -0.9314], [-0.0923, 2.2358, -0.6727], [1.1209, -1.6896, 1.1371], [2.0045, -0.7258, -0.0644], [0.7309, -1.8497, -0.5750], [0.3193, 0.6726, 1.1285], [-2.1715, 0.2062, 0.7741], [0.5382, 0.5417, -1.6935], [-1.1839, 0.6972, -1.3694], [0.7895, 2.4003, -0.3182]], "forces_ev_per_angstrom": [[0.1, 0.0, 0.0], [-0.1, -0.2, -0.1], [0.0, -0.4, 0.2], [0.1, 0.6, -0.2], [0.0, -0.5, -0.1], [0.1, 0.2, 0.1], [0.0, 0.1, -0.2], [-0.1, 0.0, 0.0], [0.0, 0.1, 0.1], [0.0, 0.0, 0.0], [0.0, -0.1, 0.0], [-0.1, 0.0, 0.1], [0.1, 0.1, 0.1], [-0.1, 0.1, -0.1]], "smiles": "C[C@H](C=O)CO", "molar_mass_da": 88.11, "e_above_lowest_kcal_mol": 29.6, "lumo_energy_ev": 0.8, "gap_ha": 0.390}



Record 4
{"formula": "C3H9PSi", "method": "the ωB97M-V functional and the def2-TZVPD basis", "symbols": ["C", "C", "C", "P", "Si", "H", "H", "H", "H", "H", "H", "H", "H", "H"], "positions_angstrom": [[-2.0044, 0.5344, 0.8667], [-1.5861, 0.2785, -0.6046], [-0.2229, -0.2328, -0.3685], [1.0152, 0.8840, -0.5799], [3.0944, -0.5844, -0.1922], [-2.2430, -0.3485, 1.4789], [-2.9712, 1.0983, 0.9449], [-1.2056, 1.0589, 1.2490], [-1.5713, 1.1911, -1.1080], [-2.3451, -0.3882, -1.0972], [0.0079, -1.1881, -0.1299], [3.1151, -0.1372, 1.1711], [4.2251, -0.2397, -1.0355], [2.6920, -1.9262, -0.5947]], "forces_ev_per_angstrom": [[-3.6, -0.4, -0.7], [-1.6, -2.3, 2.1], [1.3, 3.0, -2.5], [1.5, -1.2, -0.2], [-2.7, 1.6, -1.0], [0.6, -0.1, -0.4], [0.9, 0.0, -0.2], [1.3, 1.3, 1.5], [0.1, 1.5, -0.9], [1.0, 0.3, 0.3], [0.1, -3.1, 0.8], [0.7, -0.4, 0.9], [0.4, 0.3, 0.0], [-0.1, -0.5, 0.4]], "smiles": "CC/C=P/[SiH3]", "molar_mass_da": 104.16, "e_above_lowest_kcal_mol": 6.9, "lumo_energy_ev": 0.4, "gap_ha": 0.323}



Record 5
{"formula": "C31H29AlI2N5O3S", "method": "the ωB97M-V functional and the def2-TZVPD basis", "symbols": ["Al", "I", "C", "C", "C", "I", "C", "O", "C", "C", "N", "C", "C", "C", "C", "C", "C", "N", "C", "H", "H", "H", "H", "H", "H", "H", "H", "H", "H", "H", "C", "C", "C", "C", "C", "C", "C", "S", "O", "O", "N", "C", "C", "C", "C", "C", "N", "H", "H", "H", "H", "H", "H", "H", "H", "H", "H", "H", "N", "C", "C", "C", "C", "C", "C", "H", "H", "H", "H", "H", "H", "H"], "positions_angstrom": [[-0.6523, 0.0017, -0.2325], [0.6976, 6.4746, -3.9827], [0.4226, 4.5301, -3.2196], [-0.0627, 3.5274, -4.0460], [-0.2370, 2.2619, -3.5210], [-1.0499, 0.6956, -4.6705], [0.0675, 1.9668, -2.1899], [-0.1458, 0.7584, -1.6979], [0.5479, 2.9973, -1.3750], [0.8362, 2.6655, 0.0603], [-0.3035, 1.9609, 0.6883], [-1.5397, 2.7492, 0.6865], [-2.6322, 2.0707, -0.0960], [-3.7334, 2.7791, -0.5539], [-4.7802, 2.0920, -1.1425], [-4.7081, 0.7074, -1.2216], [-3.5637, 0.0791, -0.7766], [-2.5336, 0.7518, -0.2555], [0.7171, 4.2726, -1.8908], [-0.3050, 3.7302, -5.0790], [1.6885, 1.9814, 0.1182], [1.0828, 3.5806, 0.6069], [-0.0313, 1.7608, 1.6450], [-1.9070, 2.8731, 1.7107], [-1.3633, 3.7460, 0.2755], [-3.7618, 3.8519, -0.4411], [-5.6421, 2.6231, -1.5178], [-5.5194, 0.1272, -1.6326], [-3.4594, -0.9965, -0.8084], [1.0713, 5.0708, -1.2530], [7.0422, 0.5240, 2.0907], [5.7942, -0.1244, 1.5783], [4.9598, 0.5442, 0.6835], [3.7823, -0.0363, 0.2499], [3.4347, -1.2887, 0.7255], [4.2557, -1.9860, 1.5931], [5.4388, -1.4010, 2.0088], [1.8641, -1.9533, 0.2710], [1.6035, -3.1515, 1.0128], [1.7461, -2.0082, -1.1659], [0.7836, -0.7896, 0.7414], [0.1398, -0.9066, 1.9427], [0.6540, -1.3426, 3.1667], [-0.1728, -1.2630, 4.2670], [-1.4688, -0.7575, 4.1374], [-1.9052, -0.3775, 2.8893], [-1.1195, -0.4576, 1.8121], [7.3440, 1.3590, 1.4634], [7.8560, -0.1957, 2.1442], [6.8705, 0.9046, 3.0987], [5.2403, 1.5227, 0.3195], [3.1368, 0.4469, -0.4715], [3.9624, -2.9733, 1.9207], [6.0982, -1.9407, 2.6745], [1.6635, -1.7186, 3.2240], [0.1838, -1.5796, 5.2369], [-2.1115, -0.6611, 4.9991], [-2.9074, -0.0038, 2.7226], [-1.1096, -1.6024, -1.4183], [-1.9181, -2.7948, -1.3483], [-1.6981, -3.7269, -0.3447], [-2.4713, -4.8752, -0.3032], [-3.4582, -5.0928, -1.2529], [-3.6727, -4.1605, -2.2554], [-2.9023, -3.0099, -2.3051], [-0.1130, -1.8879, -1.4983], [-1.2957, -1.1393, -2.3126], [-0.9091, -3.5622, 0.3782], [-2.2906, -5.6125, 0.4650], [-4.0527, -5.9927, -1.2208], [-4.4239, -4.3342, -3.0126], [-3.0541, -2.2839, -3.0953]], "forces_ev_per_angstrom": [[-1.0, 0.6, 1.0], [-0.1, -0.3, 0.1], [0.1, 0.4, -0.2], [0.1, 0.0, 0.0], [-0.2, -0.5, -0.1], [0.1, 0.3, 0.1], [-0.2, 0.1, 0.0], [0.6, -0.1, -0.9], [-0.1, -0.1, 0.0], [0.3, 0.0, -0.3], [0.2, -0.2, 0.2], [-0.1, 0.1, 0.0], [-0.2, 0.3, 0.0], [0.0, -0.1, 0.1], [0.2, -0.1, 0.1], [0.0, 0.0, 0.0], [-0.3, -0.1, 0.0], [0.1, 0.1, -0.3], [0.0, 0.0, 0.0], [0.0, 0.0, 0.0], [0.0, 0.1, 0.1], [0.0, -0.1, 0.0], [-0.1, 0.0, 0.0], [0.1, 0.0, -0.1], [0.0, 0.0, 0.1], [0.0, 0.1, 0.0], [-0.1, 0.0, 0.0], [0.0, -0.1, 0.0], [-0.1, 0.0, -0.1], [0.0, 0.0, 0.0], [0.0, 0.0, 0.1], [-0.1, 0.0, 0.0], [-0.1, -0.1, 0.0], [0.0, 0.0, -0.1], [-0.3, -0.2, 0.0], [-0.1, -0.1, 0.0], [0.0, 0.1, -0.1], [-0.2, 0.3, 0.0], [0.2, -0.1, 0.2], [0.1, 0.2, 0.0], [0.7, -0.6, -0.8], [-0.1, -0.2, 0.9], [-0.1, 0.0, 0.0], [0.0, 0.1, -0.1], [0.0, 0.0, 0.0], [-0.1, 0.0, 0.0], [0.5, -0.5, 0.0], [0.1, 0.0, 0.0], [0.1, 0.0, 0.0], [0.0, 0.0, 0.0], [0.0, 0.1, 0.0], [0.0, 0.1, 0.0], [0.0, 0.0, 0.1], [0.0, 0.0, 0.1], [0.0, 0.0, 0.1], [0.0, 0.0, 0.0], [-0.1, 0.0, 0.0], [-0.1, 0.0, 0.0], [0.6, 0.0, -0.3], [-0.2, -0.2, 0.2], [0.1, 0.2, 0.0], [0.0, 0.0, 0.0], [0.0, 0.0, 0.0], [0.0, 0.0, 0.0], [0.1, 0.1, 0.0], [-0.2, -0.1, -0.2], [0.1, 0.1, 0.1], [0.0, 0.0, 0.1], [0.0, 0.0, 0.1], [0.0, -0.1, 0.0], [0.0, 0.0, 0.0], [0.0, 0.0, -0.1]], "molar_mass_da": 832.46, "e_above_lowest_kcal_mol": 0.0, "lumo_energy_ev": -2.7, "gap_ha": 0.289, "total_charge": 1}



Record 6
{"formula": "C12H30N2O8STi", "method": "the ωB97M-V functional and the def2-TZVPD basis", "symbols": ["Ti", "S", "O", "O", "O", "O", "C", "O", "C", "C", "N", "C", "C", "O", "C", "H", "H", "H", "H", "H", "H", "H", "H", "H", "H", "H", "H", "H", "H", "H", "C", "O", "C", "C", "N", "C", "C", "O", "C", "H", "H", "H", "H", "H", "H", "H", "H", "H", "H", "H", "H", "H", "H", "H"], "positions_angstrom": [[-0.3613, -0.3279, 0.6507], [1.0974, -2.6018, -0.1304], [0.8191, -1.4018, -0.9255], [2.3819, -2.4860, 0.5893], [0.0885, -2.6126, 0.8886], [1.1072, -3.7998, -0.9081], [-2.5160, -3.7844, -3.8919], [-2.5547, -2.4890, -4.3793], [-1.8744, -1.5632, -3.5267], [-2.5639, -1.1948, -2.1852], [-1.7196, -0.2720, -1.4301], [-1.5893, 1.0556, -2.0297], [-0.4327, 1.9124, -1.4919], [-0.5684, 2.0338, -0.1052], [-1.0926, 3.3196, 0.2370], [-2.8242, -4.5245, -4.6304], [-3.3095, -3.9892, -3.1732], [-1.5800, -4.1453, -3.4656], [-1.6067, -0.6353, -4.0323], [-0.8632, -1.8898, -3.2843], [-2.9530, -2.0785, -1.6795], [-3.3974, -0.6168, -2.5843], [-0.7855, -0.6499, -1.4992], [-2.4728, 1.6748, -1.8749], [-1.6487, 1.0767, -3.1178], [-0.4779, 2.7764, -2.1548], [0.4981, 1.3540, -1.5914], [-1.4665, 3.1956, 1.2533], [-2.0729, 3.4591, -0.2188], [-0.4054, 4.1544, 0.0988], [-2.3439, 0.9756, 2.8774], [-1.0539, 0.4002, 2.5945], [-0.2007, 0.3002, 3.7343], [0.8358, -0.7397, 3.4412], [1.6308, -0.4647, 2.3205], [2.2951, 0.8017, 2.2381], [3.1904, 0.7902, 0.9550], [4.0559, 1.8531, 0.9305], [4.9318, 1.7261, -0.1567], [-3.1126, 0.2036, 2.9115], [-2.7282, 1.5666, 2.0461], [-2.2337, 1.6643, 3.7150], [-0.7997, 0.1123, 4.6253], [0.1389, 1.3276, 3.8654], [0.4845, -1.7697, 3.3805], [1.6672, -0.7873, 4.1444], [1.9108, -1.2659, 1.7730], [2.9603, 0.9067, 3.0951], [1.7315, 1.7316, 2.3140], [2.4921, 0.8065, 0.1182], [3.7109, -0.1660, 1.0085], [4.4508, 1.9579, -1.1070], [5.3544, 0.7256, -0.2487], [5.7760, 2.3934, 0.0168]], "forces_ev_per_angstrom": [[-0.1, -0.9, 0.2], [3.5, -2.7, 0.6], [-0.3, 2.9, -1.6], [0.8, 0.9, -0.2], [-3.7, 0.8, 2.6], [-0.5, -0.9, -1.5], [-0.9, -1.7, 0.5], [0.6, 1.3, 0.1], [1.2, -0.3, 0.8], [-0.7, 0.6, -2.1], [0.6, 0.3, 0.2], [-1.1, 0.8, -0.1], [-0.3, -2.8, -1.3], [0.1, 1.7, 0.2], [-1.3, -1.2, 1.2], [0.4, 0.4, -0.8], [0.0, 0.4, 0.7], [0.3, 0.5, 0.0], [-0.9, -0.1, -0.7], [0.2, -0.9, 0.1], [0.4, 0.3, 0.5], [-0.7, 0.0, 0.7], [0.6, -0.7, -0.2], [-0.6, -0.2, 0.8], [0.9, -0.3, -0.4], [0.5, 0.7, 0.8], [0.3, 0.2, -0.6], [0.8, 0.4, 0.5], [0.2, 0.3, -0.9], [0.1, -0.2, 0.0], [0.2, 0.2, -0.7], [-1.0, 0.2, -0.4], [-0.8, 0.6, 0.2], [1.6, -0.6, 1.4], [-2.4, 1.9, -3.1], [2.1, -0.2, -0.3], [-2.1, -1.0, 1.6], [0.8, 0.8, 0.0], [0.6, 0.3, 0.0], [0.1, -0.3, 0.9], [0.6, 0.1, -0.3], [-0.3, -0.2, 0.4], [0.0, -0.5, 0.0], [0.8, -0.1, 0.2], [-0.6, 0.2, -0.2], [-0.7, 0.2, 2.0], [1.0, -0.5, -0.6], [0.6, 0.0, 0.4], [-0.9, -0.2, -0.5], [0.1, -0.2, -0.5], [0.1, -0.2, -0.5], [-0.1, 0.1, -0.1], [-0.1, -0.3, 0.2], [-0.1, 0.2, -0.1]], "molar_mass_da": 410.31, "e_above_lowest_kcal_mol": 0.0, "s2": 3.752, "multiplicity": 4, "lumo_energy_ev": [2.6, 2.6], "gap_ha": [0.105, 0.283], "total_charge": -1}